C20H57N3O9 | ωB97M-V/def2-TZVPD

Output
- Expectation value of S²: 0.75
- Charge: +1
- HOMO (spin up / spin down): -10.8 / -10.8 eV
- Gap between HOMO and LUMO (spin up / spin down): 8.17 / 2.93 eV
- Lowest unoccupied orbital energy (spin up / spin down): -2.59 / -7.83 eV
- DFT total energy: -44545.879 eV
- Multiplicity: 2

Structure (XYZ):
```
89
Properties=species:S:1:pos:R:3:lowdin_spin:R:1
O 0.34350 -1.14075 2.64498 0.00
O 3.32484 -1.97869 -1.26087 0.00
O 2.60021 -4.12388 -2.64188 0.00
O -4.97405 0.71912 -1.38520 0.00
O 5.50582 5.94753 -1.54638 0.01
O -2.75021 -6.97990 -0.21110 0.00
O -5.66344 -1.25912 3.08404 0.00
O 2.66876 2.69963 0.46385 0.00
O -2.72154 2.79119 -0.44681 0.00
N 0.96128 -2.20162 -0.08548 0.00
N -3.07962 0.68812 1.56520 0.00
N 3.43238 3.79732 -2.23223 0.72
C -6.22777 -2.57968 3.02117 0.00
C -2.09592 3.38655 -1.62773 0.00
C -4.15529 0.35156 2.49176 0.00
C -0.66174 -1.77019 1.78631 0.00
C 4.72767 3.99030 -3.05677 0.06
C -1.70611 2.40184 0.57107 0.00
C 2.16917 2.12012 -0.81691 0.00
C 5.41425 5.32322 -2.83512 0.00
C 5.89104 5.04951 -0.53558 0.00
C 0.01443 -0.93839 4.02724 0.00
C -4.82937 -0.94549 1.97813 0.00
C -1.41563 -1.92467 -0.58429 0.00
C 2.28218 1.92204 1.62032 0.00
C 4.11630 -1.65959 -0.05512 0.00
C -3.84840 0.28184 -2.11755 0.00
C 2.42418 -5.00184 -1.49938 0.00
C -0.23899 -1.49620 0.34209 0.00
C -2.47939 2.00760 1.78585 0.00
C -2.28107 -5.57985 -0.37539 0.00
C 3.11205 2.37157 -1.94198 0.08
H 3.48304 4.32539 -1.37277 0.02
H -4.95538 1.08962 2.54854 0.00
H -3.48261 0.67430 0.63919 0.00
H 3.42665 -5.35895 -1.26354 0.00
H 5.04748 6.06661 -3.54290 0.00
H -1.56959 -2.97960 -0.35734 0.00
H -3.76528 0.90660 -3.00686 0.00
H -1.56139 4.20598 -1.14719 0.00
H 2.78666 2.26570 2.52336 0.00
H -2.88847 0.42333 -1.62094 0.00
H 6.95083 4.79695 -0.56974 0.00
H 5.35676 3.14932 -2.76504 0.02
H -2.14842 -7.46375 -0.78148 0.00
H -1.85913 2.08855 2.67850 0.00
H 6.43717 5.17766 -3.18230 0.00
H -4.02918 -0.74786 -2.42598 0.00
H 1.99759 -4.65203 -0.55930 0.00
H -4.27291 -1.85013 1.73302 0.00
H -0.58183 -2.84926 1.91788 0.00
H 3.18006 -3.36559 -2.54003 0.00
H -2.64851 -5.37409 -1.38075 0.00
H 4.01364 1.75952 -1.96736 0.03
H 4.46556 3.95930 -4.11433 0.01
H 1.15973 2.46660 -1.03847 0.00
H 0.90678 -0.79970 4.63763 0.00
H 5.31527 4.14211 -0.35334 0.00
H -6.62671 -2.96599 3.95910 0.00
H -1.33648 -1.57150 -1.61245 0.00
H -1.41826 2.64034 -2.04253 0.00
H -0.46399 -1.81201 4.46998 0.00
H -5.66764 0.94147 -2.01057 0.00
H 1.28096 2.13281 1.99613 0.00
H 2.68472 2.05364 -2.89298 0.03
H 2.11237 1.03784 -0.70054 0.00
H 1.84919 -5.85042 -1.87006 0.00
H -2.38275 -1.58858 -0.21036 0.00
H -0.10775 -0.43162 0.14832 0.00
H -1.21357 -5.38369 -0.47572 0.00
H -3.26170 2.76604 1.81526 0.00
H -5.40707 -0.72918 1.07948 0.00
H 5.87669 5.60039 0.40486 0.00
H -0.63673 -0.06435 4.01557 0.00
H 3.66724 -0.77583 0.39810 0.00
H 5.12456 -1.48316 -0.42981 0.00
H -6.95478 -2.67167 2.21427 0.00
H -1.22254 3.33507 0.85977 0.00
H 1.45281 -2.44071 0.76383 0.00
H -2.79897 3.56775 -2.44074 0.00
H 2.49155 0.86084 1.75493 0.00
H -2.67956 -4.93731 0.40975 0.00
H 0.53134 -3.06484 -0.38567 0.00
H -0.96478 1.69387 0.20055 0.00
H -3.86099 0.16671 3.52487 0.00
H -1.67598 -1.38342 1.88548 0.00
H 2.41117 -1.99474 -0.96667 0.00
H 4.12733 -2.57169 0.54158 0.00
H -5.55356 -3.40203 2.78182 0.00
```

=====

CH4O2S | ωB97M-V/def2-TZVPD

Output
- Charge: 0
- HOMO: -10.2 eV
- ΔE to the lowest compared entry with this formula, charge and spin: 70.9 kcal per mole
- Gap between HOMO and LUMO: 10.59 eV
- Lowest unoccupied orbital energy: 0.39 eV
- Structure (SMILES): C[SH](=O)=O
- DFT total energy: -16028.999 eV

Structure (XYZ):
```
8
Properties=species:S:1:pos:R:3:nbo_charge:R:1
S -0.47465 0.06965 -0.72820 1.85
O -1.73415 0.68286 -0.79549 -0.90
O -0.40869 -1.59267 -1.07105 -0.93
C 0.42801 0.07751 0.84547 -0.83
H 0.88909 1.06393 1.06802 0.24
H 0.18727 0.63993 -1.72989 0.04
H -0.08008 -0.30725 1.62483 0.26
H 1.19321 -0.63395 0.78633 0.27
```

=====

C5H14S | ωB97M-V/def2-TZVPD

Output
- Charge: 0
- HOMO: -8.5 eV
- ΔE to the lowest compared entry with this formula, charge and spin: 2.0 kcal per mole
- Gap between HOMO and LUMO: 9.52 eV
- Lowest unoccupied orbital energy: 1.00 eV
- Structure (SMILES): CCC.CSC
- DFT total energy: -16247.212 eV

Structure (XYZ):
```
20
Properties=species:S:1:pos:R:3:nbo_charge:R:1
S 0.14790 1.70438 -1.02447 0.19
C 0.84537 -1.48616 2.91831 -0.60
C -0.03943 1.17920 -2.73290 -0.75
C 0.57881 -2.11389 0.46165 -0.61
C -0.12909 -1.81720 1.78635 -0.39
C -1.43890 1.14585 -0.38570 -0.75
H -0.79396 -0.97190 1.60097 0.19
H 0.90824 1.33981 -3.23415 0.23
H -0.82304 1.71932 -3.25830 0.21
H -2.26388 1.66394 -0.87292 0.21
H 0.30556 -1.21159 3.82188 0.21
H -1.47402 1.38370 0.67456 0.23
H -1.51897 0.07015 -0.53208 0.21
H 1.49782 -0.65771 2.63441 0.20
H 1.24255 -1.28387 0.20874 0.21
H -0.12982 -2.25946 -0.35247 0.20
H -0.73617 -2.66670 2.10244 0.19
H -0.24602 0.10840 -2.76433 0.21
H 1.48121 -2.35050 3.11659 0.20
H 1.22927 -2.98893 0.54330 0.20
```

=====

Repeat the second record exactly.
CH4O2S | ωB97M-V/def2-TZVPD

Output
- Charge: 0
- HOMO: -10.2 eV
- ΔE to the lowest compared entry with this formula, charge and spin: 70.9 kcal per mole
- Gap between HOMO and LUMO: 10.59 eV
- Lowest unoccupied orbital energy: 0.39 eV
- Structure (SMILES): C[SH](=O)=O
- DFT total energy: -16028.999 eV

Structure (XYZ):
```
8
Properties=species:S:1:pos:R:3:nbo_charge:R:1
S -0.47465 0.06965 -0.72820 1.85
O -1.73415 0.68286 -0.79549 -0.90
O -0.40869 -1.59267 -1.07105 -0.93
C 0.42801 0.07751 0.84547 -0.83
H 0.88909 1.06393 1.06802 0.24
H 0.18727 0.63993 -1.72989 0.04
H -0.08008 -0.30725 1.62483 0.26
H 1.19321 -0.63395 0.78633 0.27
```